[1]
ORCA calculation (ωB97M-V with the def2-TZVPD basis set) on C13H21AsBrF6N3PdSSbSe as an isolated structure.

```
49
Properties=species:S:1:pos:R:3
Pd -0.210 0.483 -0.001
C 4.137 -2.628 0.040
N 3.730 -1.708 1.108
C 4.256 -1.699 2.370
C 3.653 -0.689 3.048
N 2.768 -0.092 2.190
C 1.937 1.061 2.538
C 2.820 -0.724 1.006
Se 1.914 -0.345 -0.603
H 4.659 -3.463 0.495
H 4.799 -2.118 -0.656
H 3.255 -2.995 -0.479
H 5.009 -2.402 2.682
H 3.785 -0.347 4.060
H 2.307 1.469 3.474
H 0.902 0.748 2.663
H 2.016 1.817 1.761
Br 0.268 7.045 -0.975
C 0.205 5.205 -0.701
C 0.523 4.329 -1.732
C 0.456 2.975 -1.493
N 0.099 2.479 -0.300
C -0.224 3.325 0.689
C -0.174 4.692 0.534
H 0.806 4.693 -2.709
H 0.666 2.264 -2.279
H -0.565 2.886 1.618
H -0.452 5.341 1.351
C -1.470 -4.599 -0.658
As -1.894 -2.731 -0.678
C -1.944 -2.145 -2.498
C -3.478 -2.475 0.367
S -0.237 -1.793 0.450
H -2.294 -5.135 -1.129
H -1.358 -4.934 0.371
H -0.553 -4.773 -1.216
H -2.914 -2.427 -2.906
H -1.144 -2.657 -3.031
H -1.833 -1.066 -2.547
H -4.335 -2.718 -0.260
H -3.544 -1.440 0.686
H -3.418 -3.151 1.218
F -2.225 0.918 0.355
Sb -3.380 1.564 -1.189
F -4.709 1.803 0.082
F -3.833 -0.268 -1.356
F -4.339 2.061 -2.690
F -1.807 1.110 -2.187
F -2.636 3.253 -0.880
```

Values from the calculation:
Spin multiplicity: 2
Net charge: +2
Lowest unoccupied orbital energy (spin up / spin down): -7.27 / -9.49 eV
Gap between HOMO and LUMO (spin up / spin down): 0.2776 / 0.1959 hartree
HOMO (spin up / spin down): -14.82 / -14.82 eV

Need the Löwdin charges? In units of e they are: 0.482, 0.015, -0.101, 0.025, 0.025, -0.089, 0.007, -0.605, 0.898, 0.111, 0.114, 0.085, 0.152, 0.151, 0.113, 0.090, 0.084, 0.888, -0.669, -0.063, -0.125, -0.127, -0.134, -0.072, 0.124, 0.114, 0.125, 0.124, -0.233, 0.888, -0.214, -0.218, 0.256, 0.063, 0.052, 0.049, 0.068, 0.057, 0.006, 0.067, 0.028, 0.058, -0.458, 1.431, -0.305, -0.350, -0.299, -0.381, -0.304

[2]
ORCA calculation (ωB97M-V with the def2-TZVPD basis set) on a 4-piece molecular cluster, C13H21Cl2IN3 overall.

```
40
Properties=species:S:1:pos:R:3
C -1.927 0.739 -2.904
C -1.984 1.197 -1.321
Cl -3.534 2.118 -0.854
C -0.590 1.974 -0.820
Cl -0.686 2.044 1.030
C 0.653 1.093 -1.423
C 2.032 1.244 -0.552
C 2.392 -0.242 0.050
C 1.080 -1.145 0.466
I 1.873 -2.874 1.632
H -1.246 -0.227 -3.070
H -3.040 0.562 -3.250
H -1.382 1.607 -3.483
H -2.003 0.180 -0.695
H -0.649 3.048 -1.336
H 0.896 1.578 -2.486
H 2.038 2.111 0.233
H 2.903 1.501 -1.327
H 3.196 -0.204 0.929
H 2.939 -0.842 -0.826
H 0.529 -1.645 -0.456
H 0.326 -0.611 1.186
C 2.179 -1.618 5.666
C 2.026 -0.521 4.625
N 1.900 0.390 3.761
H 1.271 -2.226 5.703
H 3.027 -2.259 5.410
H 2.352 -1.176 6.651
C -3.439 0.156 3.368
C -3.194 -1.286 3.782
N -2.990 -2.482 4.125
H -4.347 0.221 2.762
H -3.558 0.783 4.256
H -2.593 0.525 2.782
C 0.474 -1.118 -5.735
C 0.813 0.314 -5.355
N 1.094 1.502 -5.040
H -0.284 -1.126 -6.522
H 1.370 -1.629 -6.098
H 0.087 -1.653 -4.863
```

Values from the calculation:
Spin multiplicity: 1
Net charge: -1
Lowest unoccupied orbital energy: 2.50 eV
Gap between HOMO and LUMO: 0.1807 hartree
HOMO: -2.42 eV

Need the Löwdin charges? In units of e they are: -0.171, -0.735, 0.398, -0.710, 0.473, -0.279, -0.310, -0.351, -0.625, 0.514, 0.070, 0.065, 0.068, 0.098, 0.106, 0.023, 0.072, 0.090, 0.074, 0.100, 0.049, 0.018, -0.097, -0.240, 0.111, 0.073, 0.069, 0.067, -0.077, -0.213, 0.066, 0.075, 0.073, 0.041, -0.085, -0.209, 0.101, 0.070, 0.069, 0.069

[3]
ORCA calculation (ωB97M-V with the def2-TZVPD basis set) on an isolated ion of composition C13H21Cl2N2O2 and charge +1.

```
40
Properties=species:S:1:pos:R:3
C -1.786 -3.772 -0.193
C -0.470 -3.396 -0.850
H -0.560 -3.397 -1.937
H 0.317 -4.099 -0.564
O 0.041 -2.135 -0.388
C -0.724 -1.002 -0.397
C -1.611 -0.584 -1.396
C -2.293 0.620 -1.273
C -2.086 1.440 -0.177
C -1.181 1.062 0.804
C -0.515 -0.147 0.699
C 0.464 -0.571 1.761
N 1.798 -0.810 1.162
H 1.639 -1.526 0.438
C 2.853 -1.192 2.124
H 3.596 -1.799 1.606
C 3.530 0.096 2.627
N 3.928 0.835 1.453
H 4.886 0.661 1.185
C 3.571 2.233 1.298
H 2.805 2.498 2.032
C 2.998 2.399 -0.118
H 3.733 2.061 -0.850
O 1.864 1.553 -0.278
H 1.066 2.038 -0.038
H 2.748 3.441 -0.322
H 4.417 2.914 1.431
H 2.121 0.077 0.665
H 4.364 -0.171 3.285
H 2.821 0.682 3.216
H 2.428 -1.772 2.943
H 0.128 -1.505 2.222
H 0.542 0.194 2.533
H -1.024 1.700 1.660
Cl -2.925 2.937 -0.044
H -2.978 0.918 -2.050
Cl -1.888 -1.483 -2.845
H -2.069 -4.771 -0.512
H -1.692 -3.767 0.891
H -2.576 -3.082 -0.479
```

Values from the calculation:
Spin multiplicity: 1
Net charge: +1
Lowest unoccupied orbital energy: -2.31 eV
SMILES string: CCOc1c(Cl)cc(Cl)cc1C[NH2+]CCNCCO
Gap between HOMO and LUMO: 0.3522 hartree
HOMO: -11.89 eV

Need the Löwdin charges? In units of e they are: -0.055, -0.233, 0.076, 0.129, -0.100, -0.239, -0.542, -0.106, -0.662, -0.071, -0.145, -0.062, 0.032, 0.160, -0.109, 0.135, -0.181, -0.081, 0.134, -0.181, 0.122, -0.203, 0.126, -0.080, 0.091, 0.127, 0.125, 0.133, 0.130, 0.118, 0.133, 0.149, 0.138, 0.120, 0.726, 0.114, 0.794, 0.090, 0.084, 0.067

[4]
ORCA calculation (ωB97M-V with the def2-TZVPD basis set) on C13H21ClIMnN4O as an isolated structure.

```
42
Properties=species:S:1:pos:R:3
C -1.777 1.233 -2.016
I -3.338 0.221 -2.814
H -1.860 2.365 -2.046
H -2.116 0.737 -0.998
H -1.127 0.740 -2.855
C 2.509 -2.887 -1.467
C 2.582 -2.058 -2.555
N 1.799 -0.973 -2.244
C 1.219 -1.046 -1.001
N 1.678 -2.270 -0.547
H 2.963 -3.841 -1.297
H 3.099 -2.170 -3.464
C -2.579 0.729 2.939
C -0.922 0.807 1.381
N -1.716 -0.016 2.151
H -2.772 2.928 3.090
N -1.307 2.061 1.764
H -3.288 0.258 3.604
Mn 0.593 0.240 0.280
C 0.142 1.572 -0.982
O 0.693 2.569 -1.335
C -2.322 2.024 2.684
C -0.742 3.327 1.325
H -1.012 4.075 2.083
H -1.177 3.653 0.370
H 0.351 3.284 1.230
C -1.690 -1.451 2.181
H -2.564 -1.797 2.741
H -0.787 -1.843 2.687
H -1.732 -1.884 1.163
C 1.365 -2.896 0.714
H 0.959 -3.901 0.546
H 0.613 -2.298 1.260
H 2.260 -2.991 1.347
C 1.585 0.062 -3.267
H 0.546 0.076 -3.601
H 2.215 -0.223 -4.111
H 1.880 1.054 -2.909
Cl 3.415 0.727 0.754
C 1.861 0.517 1.568
H 1.925 -0.358 2.215
H 1.655 1.416 2.146
```

Values from the calculation:
Spin multiplicity: 5
Net charge: -2
Lowest unoccupied orbital energy (spin up / spin down): 3.87 / 4.46 eV
Gap between HOMO and LUMO (spin up / spin down): 0.0582 / 0.1300 hartree
HOMO (spin up / spin down): 2.28 / 0.92 eV

Need the Löwdin charges? In units of e they are: -0.855, -0.159, 0.040, -0.027, -0.038, -0.088, -0.087, -0.128, -0.220, -0.157, 0.089, 0.084, -0.099, -0.214, -0.148, 0.103, -0.134, 0.096, 0.247, -0.373, -0.062, -0.110, -0.047, 0.075, 0.083, 0.082, -0.073, 0.076, 0.076, 0.087, -0.067, 0.080, 0.037, 0.087, -0.032, 0.069, 0.074, 0.076, 0.392, -0.799, -0.016, -0.018

[5]
ORCA calculation (ωB97M-V with the def2-TZVPD basis set) on a 3-piece molecular cluster, C13H21F2N4O7 overall.

```
47
Properties=species:S:1:pos:R:3
C 2.774 -0.839 -0.987
C 1.768 0.041 -0.323
O 2.000 0.710 0.659
N 0.458 0.008 -0.935
C 0.189 1.222 -1.695
C -0.586 -0.427 0.001
C -1.609 0.592 0.480
N -2.840 0.644 -0.340
C -3.338 -0.534 -0.698
N -4.381 -0.627 -1.575
N -2.775 -1.643 -0.165
C -1.313 -1.629 -0.613
H 2.847 -0.569 -2.038
H 3.726 -0.807 -0.480
H 2.364 -1.846 -0.966
H 1.000 1.368 -2.402
H 0.176 2.118 -1.072
H -0.726 1.129 -2.272
H -0.080 -0.756 0.904
H -1.211 1.580 0.654
H -1.957 0.243 1.447
H -2.811 1.314 -1.105
H -4.295 -0.207 -2.483
H -5.229 -1.111 -1.344
H -3.212 -2.446 -0.598
H -1.316 -1.495 -1.693
H -0.832 -2.554 -0.337
C -2.862 -1.194 4.557
C -3.771 -1.675 3.448
O -5.036 -1.209 3.859
C -4.834 -0.088 4.624
O -5.669 0.692 4.907
O -3.525 0.002 4.977
F -3.795 -3.027 3.355
H -2.827 -1.908 5.380
H -1.850 -0.977 4.226
H -3.543 -1.263 2.462
C 5.389 2.499 -1.838
C 6.746 1.836 -1.765
O 6.485 0.553 -2.311
C 5.441 0.677 -3.175
O 5.120 -0.137 -3.969
O 4.808 1.864 -2.987
F 7.176 1.701 -0.490
H 4.791 2.273 -0.954
H 5.440 3.575 -1.976
H 7.524 2.325 -2.354
```

Values from the calculation:
Spin multiplicity: 1
Net charge: +1
Lowest unoccupied orbital energy: -4.02 eV
Gap between HOMO and LUMO: 0.3219 hartree
HOMO: -12.78 eV

Need the Löwdin charges? In units of e they are: 0.031, -0.466, 0.126, -0.111, -0.043, -0.270, -0.076, 0.157, -0.383, 0.193, 0.109, -0.039, 0.091, 0.094, 0.094, 0.101, 0.094, 0.083, 0.152, 0.138, 0.118, 0.167, 0.124, 0.129, 0.147, 0.130, 0.134, -0.051, -0.336, 0.132, -0.540, 0.208, 0.074, 0.077, 0.150, 0.135, 0.137, -0.048, -0.309, 0.134, -0.567, 0.181, 0.058, 0.083, 0.139, 0.141, 0.177

[6]
ORCA calculation (ωB97M-V with the def2-TZVPD basis set) on C13H21F5OP2PdS as an isolated structure.

```
44
Properties=species:S:1:pos:R:3
Pd 0.855 0.053 -1.584
H -2.458 -0.316 -1.348
H -2.518 0.459 -1.342
P 0.064 -2.180 -1.842
P 0.076 2.289 -1.746
C 1.472 3.156 -0.957
H 1.460 4.226 -1.205
H 1.407 3.021 0.135
H 2.406 2.694 -1.312
C 0.078 2.856 -3.492
H -0.790 2.409 -3.998
H 0.018 3.952 -3.583
H 0.993 2.493 -3.978
C -1.414 3.096 -1.023
H -1.391 2.995 0.073
H -1.485 4.171 -1.269
H -2.315 2.598 -1.416
C 0.287 -2.829 -3.542
H 0.194 -3.923 -3.622
H -0.485 -2.361 -4.168
H 1.270 -2.509 -3.908
C 1.324 -3.087 -0.860
H 1.133 -2.949 0.218
H 1.329 -4.167 -1.079
H 2.317 -2.668 -1.089
C -1.489 -3.023 -1.289
H -2.345 -2.517 -1.758
H -1.541 -4.093 -1.565
H -1.594 -2.961 -0.196
C 0.946 0.073 0.591
O 2.049 0.228 1.061
H -0.089 -0.339 -2.953
F 0.342 0.251 7.332
C 0.126 0.100 5.985
C -0.030 1.194 5.130
F 0.077 2.485 5.556
C -0.201 1.003 3.757
F -0.262 2.046 2.907
C -0.232 -0.260 3.163
S -0.585 -0.341 1.350
C 0.020 -1.333 3.997
F 0.239 -2.525 3.391
C 0.192 -1.185 5.383
F 0.550 -2.284 6.093
```

Values from the calculation:
Spin multiplicity: 5
Net charge: +2
Lowest unoccupied orbital energy (spin up / spin down): -7.43 / -11.56 eV
Gap between HOMO and LUMO (spin up / spin down): 0.1578 / 0.1603 hartree
HOMO (spin up / spin down): -11.73 / -15.92 eV

Need the Löwdin charges? In units of e they are: 0.405, 0.041, 0.047, 0.700, 0.733, -0.250, 0.072, 0.043, 0.054, -0.247, 0.055, 0.068, 0.051, -0.247, 0.040, 0.071, 0.027, -0.262, 0.070, 0.049, 0.054, -0.251, 0.036, 0.073, 0.051, -0.255, 0.032, 0.070, 0.032, -0.719, 0.024, -0.004, 0.166, -0.026, -0.019, 0.191, -0.117, 0.156, -0.289, 0.996, -0.110, 0.160, 0.011, 0.216

Number 1: DFT total energy -9248.5685 Eh, largest force on an atom 0.1 eV/Å. Number 2: DFT total energy -1890.0611 Eh, largest force on an atom 10.2 eV/Å. Number 3: DFT total energy -1688.1096 Eh, largest force on an atom 0.8 eV/Å. Number 4: DFT total energy -2710.7299 Eh, largest force on an atom 5.5 eV/Å. Number 5: DFT total energy -1453.1665 Eh, largest force on an atom 2.1 eV/Å. Number 6: DFT total energy -2290.4132 Eh, largest force on an atom 3.9 eV/Å.